{
  "formula": "C45H57F6N8O7PRb",
  "method": "wB97M-V/def2-TZVPD",
  "relative_energy_kj_mol": 223.2,
  "total_energy_ev": -100093.788,
  "e_homo_ev": -5.67,
  "spin_multiplicity": 1,
  "charge": -1,
  "elements": ["Rb", "O", "C", "C", "C", "C", "C", "C", "C", "C", "C", "O", "C", "C", "C", "C", "C", "C", "C", "C", "C", "C", "C", "C", "N", "C", "C", "C", "C", "C", "C", "C", "C", "C", "C", "C", "C", "H", "H", "H", "H", "H", "H", "H", "H", "H", "H", "H", "H", "H", "H", "H", "H", "H", "H", "H", "H", "H", "H", "H", "H", "H", "H", "H", "O", "H", "H", "O", "H", "H", "O", "N", "C", "C", "C", "C", "N", "C", "N", "N", "N", "H", "H", "H", "H", "H", "H", "H", "H", "H", "H", "C", "P", "C", "C", "O", "H", "H", "H", "H", "H", "H", "H", "H", "H", "N", "N", "H", "H", "H", "H", "C", "C", "O", "C", "F", "F", "F", "C", "F", "F", "F", "H", "H", "H"],
  "positions_angstrom": [[-0.645, 0.375, -1.496], [-0.690, -1.413, 1.099], [-0.577, -2.226, 2.305], [0.903, -2.230, 2.736], [1.397, -0.876, 3.201], [1.837, -0.737, 4.510], [2.323, 0.498, 4.912], [2.302, 1.541, 4.013], [1.788, 1.345, 2.723], [1.731, 2.517, 1.782], [0.334, 3.017, 1.216], [-0.169, 2.127, 0.315], [-0.723, 3.323, 2.297], [-0.547, 3.252, 3.672], [-1.576, 3.590, 4.548], [-2.808, 3.989, 4.061], [-3.005, 4.050, 2.685], [-1.975, 3.726, 1.821], [0.691, 4.399, 0.592], [0.813, 4.555, -0.782], [1.178, 5.780, -1.329], [1.415, 6.873, -0.509], [1.284, 6.733, 0.866], [0.927, 5.508, 1.406], [1.389, 0.133, 2.325], [-1.408, -1.515, 3.365], [-1.716, -2.205, 4.536], [-2.440, -1.590, 5.544], [-2.877, -0.281, 5.381], [-2.570, 0.407, 4.219], [-1.823, -0.199, 3.217], [-1.185, -3.605, 2.049], [-0.562, -4.797, 2.390], [-1.201, -6.010, 2.170], [-2.464, -6.043, 1.599], [-3.086, -4.852, 1.250], [-2.456, -3.641, 1.480], [1.513, -2.580, 1.903], [1.014, -2.932, 3.562], [1.803, -1.575, 5.194], [2.701, 0.640, 5.917], [2.668, 2.519, 4.300], [2.280, 2.266, 0.871], [2.230, 3.361, 2.261], [0.404, 2.953, 4.086], [-1.409, 3.524, 5.617], [-3.610, 4.245, 4.743], [-3.964, 4.356, 2.285], [-2.119, 3.778, 0.749], [0.614, 3.712, -1.428], [1.276, 5.881, -2.401], [1.698, 7.828, -0.936], [1.450, 7.582, 1.519], [0.829, 5.412, 2.482], [-1.404, -3.236, 4.654], [-2.676, -2.137, 6.449], [-3.458, 0.199, 6.159], [-2.902, 1.427, 4.084], [-1.581, 0.357, 2.324], [0.435, -4.797, 2.811], [-0.706, -6.935, 2.437], [-2.955, -6.990, 1.415], [-4.069, -4.867, 0.795], [-2.931, -2.714, 1.184], [-2.637, 1.004, 0.282], [-1.782, 1.506, 0.390], [-2.332, 0.109, 0.080], [1.675, 1.307, -1.506], [1.172, 1.500, -2.312], [1.043, 1.583, -0.794], [0.268, -2.961, -0.045], [-0.201, -1.874, -0.063], [6.463, -3.781, -2.578], [6.286, -3.869, -1.065], [6.707, -2.567, -0.386], [4.852, -4.255, -0.679], [3.858, -3.298, -1.122], [3.352, -2.215, -0.514], [2.508, -1.629, -1.320], [2.506, -2.372, -2.441], [3.307, -3.373, -2.340], [7.510, -3.592, -2.823], [5.867, -2.968, -2.993], [6.152, -4.703, -3.069], [6.917, -4.680, -0.686], [6.115, -1.729, -0.758], [7.755, -2.349, -0.594], [6.581, -2.623, 0.698], [4.768, -4.331, 0.406], [4.585, -5.214, -1.119], [3.608, -1.887, 0.480], [-3.653, -2.155, -3.768], [-3.600, -1.179, -2.253], [-5.285, -1.271, -1.576], [-3.401, 0.539, -2.754], [-2.595, -1.676, -1.262], [-4.386, -1.759, -4.471], [-3.903, -3.183, -3.502], [-2.648, -2.138, -4.194], [-6.030, -0.975, -2.315], [-5.340, -0.608, -0.712], [-5.471, -2.297, -1.255], [-4.152, 0.784, -3.506], [-2.403, 0.697, -3.179], [-3.512, 1.176, -1.875], [0.487, -2.419, -4.868], [-0.422, -2.169, -3.785], [1.437, -2.244, -4.547], [0.284, -1.722, -5.575], [-0.224, -1.269, -3.355], [-0.246, -2.863, -3.069], [-1.972, 3.481, -4.272], [-0.837, 2.493, -4.637], [-0.528, 1.612, -3.692], [0.414, 3.358, -5.018], [0.578, 4.374, -4.144], [0.339, 3.936, -6.242], [1.547, 2.651, -4.996], [-1.280, 1.743, -5.938], [-1.844, 2.526, -6.886], [-2.211, 0.813, -5.637], [-0.267, 1.088, -6.533], [-1.783, 3.832, -3.260], [-2.929, 2.961, -4.301], [-2.009, 4.329, -4.957]],
  "forces_ev_per_angstrom": [[-0.9, -1.0, -0.5], [-0.4, 0.0, 0.5], [0.2, -0.1, 0.0], [0.0, 0.1, -0.1], [0.0, -0.1, 0.1], [0.0, 0.1, 0.0], [0.0, -0.1, 0.0], [0.0, 0.0, 0.0], [0.0, -0.1, 0.2], [-0.3, 0.0, -0.2], [0.3, 0.1, 0.3], [0.0, 0.2, 0.2], [-0.1, -0.1, 0.0], [0.1, 0.2, 0.0], [0.0, 0.1, 0.0], [0.0, 0.1, 0.0], [0.0, 0.0, 0.0], [0.0, -0.1, 0.0], [-0.1, -0.1, 0.0], [-0.1, 0.0, 0.0], [0.0, 0.1, 0.0], [0.0, 0.0, 0.0], [0.0, 0.0, 0.0], [0.1, 0.0, 0.0], [0.0, 0.0, -0.1], [0.0, 0.0, 0.0], [0.0, 0.0, 0.0], [0.0, 0.0, 0.0], [0.0, 0.0, 0.0], [0.0, 0.0, 0.0], [0.0, 0.0, 0.0], [0.0, 0.1, 0.0], [0.0, 0.0, 0.0], [0.0, -0.1, 0.0], [0.0, 0.0, 0.0], [0.0, 0.0, 0.0], [0.0, 0.0, 0.0], [0.0, -0.1, 0.0], [0.0, 0.0, 0.0], [0.0, 0.0, 0.0], [0.0, 0.0, 0.0], [0.0, 0.0, 0.0], [0.1, 0.0, 0.0], [0.1, 0.0, 0.0], [0.0, 0.0, 0.0], [0.0, 0.0, 0.0], [0.0, 0.0, 0.0], [0.0, 0.0, 0.0], [0.0, 0.0, 0.0], [0.0, -0.1, 0.0], [0.0, 0.0, 0.0], [0.0, 0.0, 0.0], [0.0, 0.0, 0.0], [0.0, 0.0, 0.0], [0.0, 0.0, 0.0], [0.0, 0.0, 0.0], [0.0, 0.0, 0.0], [0.0, -0.1, 0.0], [0.0, 0.0, 0.0], [0.0, 0.0, 0.0], [0.0, 0.0, 0.0], [0.0, 0.0, 0.0], [0.0, 0.0, 0.0], [0.0, 0.0, 0.0], [0.1, 0.0, 0.1], [-0.1, 0.2, 0.3], [-0.7, -0.1, 0.5], [0.6, 0.6, 0.0], [0.7, 0.4, -0.4], [0.9, 0.6, 0.3], [-0.1, 0.2, 0.1], [0.5, -1.0, -0.2], [0.0, 0.0, 0.1], [-0.1, 0.1, 0.0], [0.0, -0.1, 0.0], [0.2, -0.1, 0.0], [-0.1, 0.1, 0.0], [0.0, 0.1, 0.0], [0.0, 0.0, 0.0], [0.1, -0.1, -0.1], [0.0, 0.0, 0.0], [0.0, 0.0, 0.0], [0.0, 0.0, 0.0], [0.0, 0.0, 0.0], [0.0, 0.0, 0.0], [0.0, 0.0, 0.0], [0.0, 0.0, 0.0], [0.0, 0.0, 0.0], [0.0, 0.0, 0.0], [0.0, 0.0, 0.0], [0.0, 0.0, 0.0], [0.0, 0.1, 0.2], [-0.8, -0.1, -0.2], [0.2, 0.0, 0.0], [0.0, -0.3, 0.0], [0.0, 0.1, 0.1], [0.0, 0.0, 0.0], [0.0, 0.0, 0.0], [0.0, 0.0, 0.0], [0.0, 0.0, 0.0], [0.0, 0.0, 0.0], [0.0, 0.0, 0.0], [0.0, 0.0, 0.0], [-0.4, 0.1, -0.3], [-0.1, 0.0, 0.0], [0.1, 0.0, 0.1], [-0.1, 0.1, 0.0], [0.0, 0.0, 0.0], [-0.1, -0.1, 0.0], [0.2, -0.1, -0.2], [0.0, -0.1, -0.1], [0.1, -0.1, 0.0], [0.1, 0.2, -0.6], [0.0, 0.1, -0.1], [0.0, -0.1, 0.1], [0.0, 0.0, 0.1], [-0.1, 0.0, 0.0], [0.0, 0.0, 0.0], [0.0, -0.1, 0.2], [0.0, 0.1, 0.0], [0.0, 0.0, 0.0], [0.1, 0.0, 0.0], [0.0, 0.0, 0.0], [0.0, 0.0, 0.0], [-0.1, 0.0, 0.0]]
}

=====

{
  "formula": "C45H58FN2O4PSiTi",
  "method": "wB97M-V/def2-TZVPD",
  "relative_energy_kj_mol": 65.8,
  "total_energy_ev": -101780.548,
  "s2": 2.0331,
  "e_homo_ev": [0.32, -1.53],
  "spin_multiplicity": 3,
  "charge": -2,
  "elements": ["Ti", "C", "O", "C", "C", "C", "C", "C", "C", "O", "C", "O", "C", "H", "H", "H", "H", "H", "H", "H", "H", "H", "C", "Si", "C", "C", "N", "C", "C", "C", "C", "C", "C", "O", "C", "C", "C", "C", "C", "C", "H", "H", "H", "H", "H", "H", "H", "H", "H", "H", "H", "H", "H", "H", "H", "H", "H", "H", "N", "C", "C", "C", "C", "C", "C", "C", "C", "C", "C", "C", "C", "H", "H", "H", "H", "H", "H", "H", "H", "H", "H", "F", "C", "C", "C", "P", "C", "C", "C", "C", "C", "C", "H", "H", "H", "H", "H", "H", "H", "H", "H", "H", "H", "H", "H", "H", "H", "H", "H", "H", "H", "H", "H"],
  "positions_angstrom": [[-0.015, 0.006, -0.029], [0.037, 6.139, -3.101], [0.135, 5.230, -4.171], [0.156, 3.889, -3.825], [0.352, 2.984, -4.858], [0.371, 1.625, -4.579], [0.202, 1.103, -3.269], [0.228, -0.280, -2.966], [0.664, -1.326, -3.944], [-0.127, -0.767, -1.792], [-0.005, 2.068, -2.213], [-0.146, 1.698, -0.956], [-0.019, 3.432, -2.519], [0.038, 7.136, -3.539], [0.885, 6.046, -2.412], [-0.884, 5.999, -2.526], [0.479, 3.356, -5.870], [0.505, 0.941, -5.408], [1.019, -0.908, -4.886], [-0.155, -2.030, -4.157], [1.477, -1.910, -3.495], [-0.169, 4.110, -1.689], [-1.077, -2.456, 4.275], [0.419, -1.330, 4.463], [0.109, -0.570, 6.177], [1.866, -2.527, 4.744], [0.579, -0.135, 3.290], [1.230, 1.001, 3.562], [2.378, 1.111, 4.405], [2.923, 2.324, 4.801], [2.334, 3.513, 4.400], [1.252, 3.454, 3.513], [0.783, 2.251, 3.023], [-0.222, 2.136, 2.045], [-0.694, 3.248, 1.411], [-2.070, 3.273, 1.211], [-2.670, 4.364, 0.609], [-1.909, 5.453, 0.218], [-0.526, 5.396, 0.371], [0.083, 4.289, 0.937], [-1.120, -3.121, 5.146], [-1.034, -3.086, 3.381], [-2.008, -1.879, 4.235], [0.095, -1.324, 6.973], [-0.860, -0.054, 6.174], [0.871, 0.178, 6.423], [1.517, -3.472, 5.180], [2.612, -2.098, 5.424], [2.367, -2.760, 3.797], [2.810, 0.185, 4.769], [3.795, 2.336, 5.447], [2.697, 4.474, 4.746], [0.775, 4.378, 3.221], [-2.641, 2.410, 1.529], [-3.742, 4.362, 0.449], [-2.377, 6.331, -0.210], [0.092, 6.221, 0.031], [1.162, 4.235, 0.985], [2.066, 0.990, 0.421], [2.773, 0.735, -0.786], [3.189, 1.802, -1.576], [3.873, 1.588, -2.757], [4.172, 0.292, -3.138], [3.765, -0.772, -2.339], [3.047, -0.586, -1.166], [2.541, -1.742, -0.356], [3.292, -2.920, -0.297], [2.829, -4.025, 0.405], [1.590, -3.948, 1.038], [0.863, -2.773, 0.975], [1.300, -1.619, 0.297], [2.082, 1.972, 0.655], [2.366, 0.420, 1.206], [2.953, 2.815, -1.265], [4.163, 2.431, -3.372], [4.694, 0.102, -4.070], [3.975, -1.787, -2.657], [4.268, -2.962, -0.772], [3.430, -4.925, 0.467], [1.213, -4.799, 1.600], [-0.093, -2.725, 1.483], [-1.639, -0.220, 0.736], [-4.782, -1.068, -1.198], [-3.718, -1.785, -2.032], [-3.046, -0.749, -2.948], [-2.375, -2.609, -1.012], [-1.936, -3.903, -2.305], [-0.549, -4.499, -2.027], [-2.963, -4.994, -2.622], [-3.381, -3.598, 0.229], [-3.681, -2.693, 1.437], [-2.540, -4.785, 0.735], [-5.432, -0.481, -1.860], [-4.309, -0.375, -0.495], [-5.416, -1.762, -0.644], [-4.209, -2.544, -2.651], [-2.553, 0.019, -2.349], [-3.791, -0.267, -3.592], [-2.279, -1.191, -3.590], [-1.828, -3.282, -3.201], [-0.584, -5.234, -1.218], [0.155, -3.716, -1.733], [-0.156, -5.003, -2.919], [-2.854, -5.844, -1.946], [-2.820, -5.370, -3.642], [-3.993, -4.636, -2.545], [-4.318, -3.961, -0.210], [-2.755, -2.254, 1.817], [-4.144, -3.277, 2.242], [-4.342, -1.864, 1.194], [-1.479, -4.516, 0.784], [-2.637, -5.667, 0.102], [-2.851, -5.067, 1.747]],
  "forces_ev_per_angstrom": [[-0.2, 0.3, 1.1], [0.0, 0.0, -0.1], [0.0, 0.2, 0.1], [0.0, -0.2, 0.1], [0.0, -0.1, 0.0], [0.0, 0.1, 0.0], [0.0, 0.0, 0.1], [-0.1, 0.2, -0.1], [-0.1, 0.0, -0.1], [0.3, -0.3, -1.1], [-0.1, -0.1, 0.0], [0.1, 1.1, -0.8], [-0.1, 0.0, 0.0], [0.0, 0.0, 0.0], [0.0, 0.0, 0.0], [0.0, 0.0, 0.0], [0.0, 0.0, 0.0], [0.0, 0.0, 0.0], [0.0, -0.1, 0.0], [0.1, 0.0, 0.0], [-0.1, 0.0, 0.0], [0.0, -0.1, -0.1], [-0.2, -0.1, -0.3], [0.0, -0.1, 0.4], [0.0, 0.3, 0.1], [0.2, -0.1, -0.2], [0.1, 0.0, -0.2], [0.0, -0.1, 0.1], [0.0, 0.1, -0.1], [-0.2, -0.1, 0.0], [-0.1, 0.0, 0.0], [0.0, 0.0, -0.1], [0.1, 0.1, -0.2], [0.4, 0.2, 0.4], [-0.5, -0.2, 0.3], [-0.1, -0.1, 0.1], [-0.1, -0.1, 0.0], [0.3, 0.2, 0.0], [-0.2, 0.2, 0.0], [0.3, 0.1, -0.1], [0.0, 0.1, 0.0], [0.0, 0.0, 0.1], [0.1, 0.0, 0.0], [0.0, 0.0, -0.1], [0.1, -0.1, 0.0], [-0.1, -0.1, 0.0], [0.0, 0.1, 0.0], [0.0, 0.0, -0.1], [0.0, 0.0, 0.1], [0.0, 0.0, -0.1], [0.0, 0.0, 0.0], [0.0, 0.0, 0.0], [0.0, 0.0, -0.1], [0.0, 0.0, 0.0], [0.0, 0.0, 0.0], [0.0, 0.0, -0.1], [0.0, 0.0, 0.0], [0.0, 0.0, 0.1], [0.0, -0.2, -0.1], [0.3, 0.1, 0.3], [-0.2, 0.1, 0.2], [0.1, 0.0, -0.1], [0.0, -0.2, 0.0], [0.1, 0.0, -0.3], [-0.2, -0.2, 0.2], [0.2, 0.2, -0.1], [0.1, -0.1, 0.1], [0.0, 0.1, -0.1], [0.1, 0.0, 0.0], [0.0, 0.2, 0.0], [0.4, -1.0, 0.1], [-0.1, 0.1, 0.1], [0.0, 0.0, 0.0], [0.0, -0.1, 0.0], [0.0, 0.0, 0.0], [0.0, 0.0, 0.0], [0.0, 0.0, 0.0], [0.0, 0.0, 0.0], [0.0, 0.0, 0.0], [0.0, 0.0, 0.0], [-0.1, 0.0, 0.0], [-0.6, 0.0, 0.4], [0.0, 0.0, -0.1], [0.1, 0.4, 0.0], [-0.1, -0.1, 0.0], [-0.4, -0.5, 0.0], [0.2, 0.0, 0.1], [0.0, 0.1, -0.1], [0.0, 0.1, -0.1], [0.1, 0.0, 0.2], [0.0, -0.1, -0.1], [0.0, 0.1, 0.0], [0.0, 0.0, 0.0], [0.0, -0.1, 0.0], [0.0, 0.0, 0.0], [0.0, 0.0, 0.0], [0.0, 0.0, 0.0], [0.0, 0.0, 0.0], [-0.1, 0.1, 0.1], [0.0, 0.0, 0.0], [0.0, 0.0, 0.0], [0.0, 0.0, 0.0], [0.0, 0.0, 0.0], [0.0, 0.0, 0.0], [0.0, 0.0, 0.1], [0.0, 0.0, 0.0], [0.0, 0.0, 0.0], [0.0, 0.0, 0.0], [0.0, 0.0, 0.0], [0.0, 0.0, 0.0], [-0.1, 0.0, 0.0], [0.1, 0.0, 0.0], [0.0, 0.0, -0.1]]
}